# 1
# C31H46N2O6P2Pt

A molecular structure, C31H46N2O6P2Pt in a non-equilibrium geometry (ωB97M-V with the def2-TZVPD basis set, the Open Molecules 2025 dataset).

Each line ends with the Mulliken charge.
Positions of all 88 atoms, in Å:
Pt (0.3636, 0.4939, -1.7208)  0.564
C (2.7832, 0.0861, -0.1791)  -0.008
C (2.2302, 1.2455, -0.9832)  1.601
C (2.1982, 1.7281, 1.3224)  1.933
C (2.7179, 0.4094, 1.1664)  1.427
C (1.9347, 2.2762, 0.0757)  -0.491
C (3.6326, -0.9951, -0.7123)  -2.300
H (3.5862, -1.0634, -1.8011)  0.243
H (3.3699, -1.9865, -0.3070)  0.416
H (4.6869, -0.8095, -0.4367)  0.457
C (3.3163, -0.3626, 2.2763)  -1.489
H (3.7250, -1.3165, 1.9231)  0.463
H (2.5858, -0.5812, 3.0714)  -0.022
H (4.1343, 0.2164, 2.7393)  0.375
C (2.2055, 2.4506, 2.6166)  -1.720
H (3.2080, 2.8698, 2.8202)  0.418
H (1.9662, 1.7796, 3.4538)  0.051
H (1.4740, 3.2694, 2.6357)  0.405
C (1.7875, 3.7302, -0.1662)  -1.827
H (2.7386, 4.2375, 0.0819)  0.409
H (1.0098, 4.2162, 0.4455)  0.420
H (1.5534, 3.9523, -1.2113)  0.337
C (3.0675, 1.6901, -2.1368)  -1.624
H (4.0292, 2.1058, -1.8072)  0.384
H (2.5329, 2.4623, -2.6981)  0.440
H (3.2815, 0.8410, -2.7979)  0.422
C (-2.3780, -2.9656, -3.3786)  -0.098
C (-1.5733, -3.1712, -4.4520)  -0.726
C (-1.7907, -2.5699, -5.7999)  -0.754
C (-2.5951, -1.2467, -5.7805)  -1.032
C (-2.3543, -0.3084, -4.6194)  -0.270
C (-3.2520, -0.1957, -3.6198)  -0.104
C (-4.3340, -1.2439, -3.3487)  -1.166
C (-3.8435, -2.7058, -3.5141)  -1.017
H (-2.3379, -3.2933, -6.4361)  0.384
H (-3.6721, -1.4769, -5.8430)  0.305
H (-0.8090, -2.4147, -6.2874)  0.445
H (-4.1246, -3.0674, -4.5138)  0.490
H (-2.0292, -3.2189, -2.3657)  1.499
H (-0.8401, -4.0078, -4.4795)  0.617
H (-4.3650, -3.3349, -2.7684)  0.415
H (-4.7450, -1.1002, -2.3274)  0.262
H (-3.4096, 0.7399, -3.0637)  0.732
H (-5.1857, -1.1088, -4.0464)  0.466
H (-2.3270, -0.7190, -6.7103)  0.461
H (-1.5374, 0.4097, -4.7750)  0.520
P (-0.3407, -1.5739, -1.2026)  0.468
P (-1.4571, 1.4133, -0.7052)  0.586
C (-2.1419, -1.3192, -0.9979)  0.902
C (-2.5606, -0.0078, -0.3234)  -1.422
H (-2.5946, -2.1922, -0.5197)  0.909
H (-2.5059, -1.2817, -2.0182)  -1.838
H (-3.5936, 0.3042, -0.5779)  0.700
H (-2.4780, -0.1415, 0.7681)  0.534
C (-1.2141, 2.2119, 0.8780)  -0.097
H (-0.4492, 2.9887, 0.8170)  0.006
H (-0.8865, 1.4472, 1.6042)  -0.534
H (-2.1779, 2.6386, 1.1849)  0.730
C (-2.1003, 2.7352, -1.7630)  -1.347
H (-3.1933, 2.8136, -1.6261)  0.487
H (-1.8471, 2.5591, -2.8215)  0.307
H (-1.6151, 3.6747, -1.4363)  0.430
C (0.2485, -2.6715, 0.0774)  -0.987
H (1.3454, -2.6019, 0.1417)  0.194
H (-0.0630, -3.6969, -0.2032)  0.508
H (-0.1857, -2.3902, 1.0501)  0.090
C (0.5847, -2.0985, -2.6702)  -0.981
H (0.8899, -1.2329, -3.2914)  0.463
H (-0.0539, -2.7264, -3.2824)  -0.378
H (1.4793, -2.6638, -2.3758)  0.523
O (-0.8228, -1.9946, 3.3083)  -0.739
C (-0.3622, -0.8456, 3.1882)  -0.160
O (-0.2099, -0.1397, 2.1358)  -0.309
C (0.1609, -0.2026, 4.4665)  0.422
C (-0.2591, 1.0659, 4.8809)  0.066
C (0.3120, 1.6774, 6.0158)  -0.324
C (1.2752, 1.0113, 6.7872)  -0.613
C (1.6999, -0.2517, 6.3486)  -0.344
C (1.1121, -0.8808, 5.2235)  -0.283
N (2.8543, -0.8521, 6.9640)  0.986
O (3.3903, -0.2892, 7.9331)  -0.571
O (3.2709, -1.9251, 6.4698)  -0.585
N (0.0136, 3.0639, 6.2983)  0.988
O (-0.7541, 3.6628, 5.5101)  -0.594
O (0.5453, 3.5914, 7.2985)  -0.565
H (-1.0292, 1.5929, 4.3272)  0.471
H (1.7158, 1.4749, 7.6653)  0.621
H (1.3826, -1.8935, 4.9313)  0.567

Atoms 1-3, force components in eV/Å:
0.19 1.30 0.55
0.09 1.48 -0.60
0.27 -0.51 1.80

## Properties
Kohn-Sham gap (spin up / spin down) = 5.50 / 2.71 eV
calculated total energy = -2570.80847 a.u.
2S+1 = 5
<S²> = 6.019
relative energy (zero: lowest compared OMol25 entry of this formula, charge and spin) = 0.000 eV
net charge = +2
highest occupied orbital energy (spin up / spin down) = -12.6 / -13.0 eV

# 2
# C31H46N4OPtSi2

A molecular structure, C31H46N4OPtSi2 (ωB97M-V with the def2-TZVPD basis set, the Open Molecules 2025 dataset).

Each line ends with the Mulliken charge.
Positions of all 85 atoms, in Å:
Pt (-1.4754, -1.2959, 1.5672)  0.296
C (-5.5859, -2.2225, 2.9752)  -1.022
Si (-4.2928, -2.9143, 1.8072)  -0.062
C (-4.6514, -4.7255, 1.4746)  -1.044
C (-4.4597, -2.0157, 0.1721)  -1.150
N (-2.6833, -2.6767, 2.4257)  0.025
C (-2.1827, -3.2502, 3.5784)  0.787
C (-2.8840, -4.1036, 4.4369)  -0.322
C (-2.2810, -4.6310, 5.5655)  -1.058
C (-0.9591, -4.3118, 5.8548)  -1.093
C (-0.2523, -3.4629, 5.0186)  -0.361
C (-0.8488, -2.9169, 3.8777)  0.606
N (-0.2386, -2.0633, 2.9716)  0.134
Si (1.3887, -1.4964, 3.1887)  0.079
C (1.5827, -0.5044, 4.7711)  -1.072
C (2.6036, -2.9275, 3.1465)  -1.114
C (1.9388, -0.3568, 1.8121)  -0.618
H (-6.5826, -2.2847, 2.5319)  0.354
H (-5.3722, -1.1704, 3.1757)  0.270
H (-5.6092, -2.7456, 3.9321)  0.357
H (-5.6514, -4.8447, 1.0517)  0.349
H (-4.5863, -5.3473, 2.3666)  0.358
H (-3.9333, -5.1143, 0.7491)  0.289
H (-5.2865, -2.4526, -0.3941)  0.341
H (-3.5550, -2.0980, -0.4319)  0.277
H (-4.6708, -0.9548, 0.3137)  0.279
H (-3.9147, -4.3513, 4.2217)  0.244
H (-2.8430, -5.2853, 6.2195)  0.373
H (-0.4772, -4.7176, 6.7351)  0.372
H (0.7727, -3.2249, 5.2669)  0.226
H (1.3157, -1.0671, 5.6654)  0.378
H (0.9320, 0.3730, 4.7329)  0.267
H (2.6111, -0.1526, 4.8832)  0.373
H (2.4719, -3.6434, 3.9564)  0.351
H (3.6309, -2.5569, 3.1870)  0.351
H (2.4808, -3.4712, 2.2069)  0.299
H (1.3337, 0.5466, 1.7592)  -0.118
H (1.9016, -0.8452, 0.8391)  0.046
H (2.9697, -0.0549, 2.0178)  0.468
C (1.4745, 1.5627, -6.4985)  -1.933
C (2.0597, 0.2357, -6.0073)  2.110
C (1.4258, -0.9155, -6.8031)  -1.623
C (3.5720, 0.2540, -6.2562)  -1.713
C (1.7561, -0.0006, -4.5326)  0.544
C (2.4962, -0.9083, -3.7706)  -0.448
C (2.1599, -1.1338, -2.4487)  -0.948
N (1.1405, -0.5262, -1.8390)  -0.127
C (0.4547, 0.3132, -2.5665)  -0.907
C (0.6950, 0.6283, -3.8917)  0.443
C (-0.3501, 1.7812, -0.9431)  -0.418
C (0.2139, 3.0182, -1.1565)  0.068
C (0.4026, 3.9111, -0.1094)  0.671
C (-0.0295, 3.4993, 1.1519)  -0.481
C (-0.5754, 2.2563, 1.3285)  -0.783
N (-0.7199, 1.3970, 0.2955)  0.794
C (1.0827, 5.2503, -0.3544)  1.933
C (0.9283, 6.1937, 0.8389)  -2.076
C (0.4851, 5.9244, -1.5972)  -1.683
C (2.5770, 4.9759, -0.5884)  -1.577
H (1.8019, 1.7467, -7.5221)  0.450
H (1.8104, 2.3982, -5.8813)  0.411
H (0.3842, 1.5508, -6.5055)  0.340
H (1.5772, -0.7593, -7.8724)  0.414
H (0.3534, -0.9765, -6.6130)  0.376
H (1.8733, -1.8720, -6.5303)  0.392
H (3.7649, 0.4763, -7.3064)  0.451
H (4.0371, -0.7066, -6.0381)  0.355
H (4.0615, 1.0181, -5.6499)  0.395
H (3.3323, -1.4440, -4.1954)  0.352
H (2.7257, -1.8318, -1.8432)  0.423
H (0.0500, 1.3341, -4.3925)  0.421
H (0.4958, 3.2594, -2.1712)  0.476
H (0.0644, 4.1392, 2.0148)  0.496
H (-0.9055, 1.8618, 2.2797)  0.366
H (-0.1210, 6.3564, 1.0899)  0.455
H (1.3663, 7.1604, 0.5912)  0.431
H (1.4456, 5.8188, 1.7226)  0.385
H (-0.6001, 6.0043, -1.5200)  0.388
H (0.7260, 5.3837, -2.5125)  0.353
H (0.8941, 6.9299, -1.6971)  0.464
H (3.0399, 4.5509, 0.3030)  0.381
H (3.0893, 5.9082, -0.8309)  0.426
H (2.7273, 4.2796, -1.4144)  0.354
O (-0.6423, 0.9265, -1.9390)  -0.434
C (-1.2575, 0.1083, 0.5525)  -0.683

Atoms 1-3, force components in eV/Å:
0.20 0.15 0.15
-0.01 0.00 0.04
-0.02 0.01 -0.05

## Properties
Kohn-Sham gap (spin up / spin down) = 5.04 / 5.04 eV
calculated total energy = -2201.42054 a.u.
2S+1 = 1
relative energy (zero: lowest compared OMol25 entry of this formula, charge and spin) = 3.644 eV
highest occupied orbital energy (spin up / spin down) = -6.0 / -6.0 eV